# 1
{"formula": "C24H26ClN3Pt", "method": "ωB97M-V/def2-TZVPD", "relative_energy_kcal_mol": 12.0, "homo_lumo_gap_ev": [8.2, 4.2], "total_charge": 2, "mol_weight_g_mol": 587.02, "spin_multiplicity": 5, "elements": ["C", "C", "C", "C", "Cl", "H", "H", "H", "H", "H", "H", "H", "H", "H", "C", "C", "C", "H", "C", "C", "H", "H", "H", "H", "C", "C", "C", "H", "C", "C", "H", "H", "H", "H", "Pt", "N", "C", "C", "C", "C", "C", "C", "C", "N", "C", "C", "N", "C", "H", "H", "H", "H", "H", "H", "H"], "positions_angstrom": [[-4.325, 1.323, -5.604], [-5.167, 2.567, -5.290], [-3.512, 1.554, -6.884], [-5.244, 0.108, -5.784], [-3.193, 1.014, -4.234], [-4.191, 1.745, -7.724], [-2.909, 0.671, -7.125], [-2.852, 2.422, -6.774], [-5.857, 2.765, -6.121], [-4.527, 3.448, -5.161], [-5.760, 2.416, -4.382], [-5.935, 0.289, -6.618], [-5.838, -0.068, -4.880], [-4.661, -0.791, -6.013], [1.160, 2.107, 0.409], [1.501, 1.544, -0.889], [0.370, 1.818, -1.780], [2.501, 1.239, -1.197], [-0.639, 2.460, -1.010], [-0.213, 2.498, 0.361], [-0.795, 2.865, 1.206], [1.892, 2.361, 1.174], [0.403, 1.735, -2.872], [-1.554, 2.917, -1.406], [-0.625, -2.257, 0.039], [0.793, -2.407, -0.040], [1.264, -1.662, -1.179], [1.407, -3.021, 0.612], [0.076, -1.387, -2.007], [-1.072, -1.834, -1.274], [-2.084, -1.921, -1.660], [-1.268, -2.562, 0.860], [2.283, -1.425, -1.473], [0.109, -1.067, -3.044], [0.192, -0.085, -0.169], [4.464, -2.134, 9.797], [4.047, -1.932, 8.723], [3.553, -1.652, 7.395], [2.965, -2.653, 6.619], [2.402, -2.335, 5.378], [2.548, -1.043, 4.872], [3.195, -0.064, 5.620], [3.688, -0.359, 6.885], [2.315, -0.764, 3.483], [3.358, -0.445, 2.596], [2.826, -0.297, 1.352], [1.441, -0.372, 1.489], [1.165, -0.654, 2.764], [2.959, -3.686, 6.961], [1.907, -3.089, 4.781], [3.327, 0.932, 5.209], [4.195, 0.408, 7.458], [4.358, -0.314, 2.945], [3.381, -0.172, 0.427], [0.178, -0.755, 3.179]]}

---

# 2
{"formula": "C2H10NO5", "method": "ωB97M-V/def2-TZVPD", "relative_energy_kcal_mol": 0.2, "homo_lumo_gap_ev": 9.2, "total_charge": -1, "mol_weight_g_mol": 128.10, "elements": ["O", "C", "O", "C", "N", "H", "H", "H", "H", "H", "H", "O", "H", "H", "O", "H", "H", "O"], "positions_angstrom": [[-1.075, -2.038, -0.205], [-0.370, -1.021, -0.038], [0.848, -1.040, 0.306], [-1.039, 0.348, -0.247], [-2.482, 0.293, -0.504], [-0.552, 0.831, -1.096], [-0.830, 0.948, 0.636], [-2.834, -0.394, 0.161], [-2.605, -0.233, -1.373], [1.189, 2.962, 0.294], [-0.046, 3.408, -0.453], [0.719, 3.773, 0.002], [2.390, 1.249, 1.403], [1.564, 0.370, 0.406], [1.969, 1.293, 0.541], [1.656, -3.211, -0.228], [0.287, -3.608, 0.163], [1.210, -3.929, 0.234]]}

---

# 3
{"formula": "C5H10O", "method": "ωB97M-V/def2-TZVPD", "relative_energy_kcal_mol": 75.1, "homo_lumo_gap_ev": 10.5, "total_charge": 0, "mol_weight_g_mol": 86.13, "elements": ["O", "C", "C", "C", "C", "C", "H", "H", "H", "H", "H", "H", "H", "H", "H", "H"], "positions_angstrom": [[0.905, -1.655, 0.303], [-0.315, -1.163, -0.145], [0.044, -0.109, -1.127], [0.578, 1.111, -0.348], [-0.034, 0.953, 1.066], [-1.063, -0.167, 0.841], [1.505, -1.444, -0.739], [-1.003, -1.939, -0.531], [1.276, -0.814, -1.681], [-0.771, 0.125, -1.831], [0.293, 2.054, -0.826], [1.666, 1.046, -0.342], [0.720, 0.599, 1.772], [-0.463, 1.883, 1.461], [-1.345, -0.736, 1.717], [-1.995, 0.255, 0.408]]}

---

# 4
{"formula": "C6H9NO", "method": "ωB97M-V/def2-TZVPD", "relative_energy_kcal_mol": 50.6, "smiles": "C=C/C(C=O)=C/NC", "homo_lumo_gap_ev": 8.3, "total_charge": 0, "mol_weight_g_mol": 111.14, "elements": ["C", "C", "C", "C", "O", "C", "N", "C", "H", "H", "H", "H", "H", "H", "H", "H", "H"], "positions_angstrom": [[2.508, 0.269, 1.397], [1.396, -0.497, 1.178], [0.246, -0.258, 0.266], [-0.834, -1.283, 0.202], [-0.824, -2.373, 0.737], [0.372, 0.896, -0.504], [-0.484, 1.399, -1.411], [-1.972, 1.332, -1.468], [2.697, 1.117, 0.713], [3.241, 0.083, 2.127], [1.276, -1.420, 1.715], [-1.620, -1.004, -0.517], [1.301, 1.469, -0.252], [-0.132, 2.243, -1.777], [-2.319, 0.603, -2.260], [-2.393, 2.279, -1.722], [-2.372, 1.082, -0.474]]}

---

# 5
{"formula": "C43H41N7O4PbS2", "method": "ωB97M-V/def2-TZVPD", "relative_energy_kcal_mol": 0.0, "homo_lumo_gap_ev": 5.5, "total_charge": -2, "mol_weight_g_mol": 991.18, "elements": ["Pb", "S", "C", "C", "C", "C", "N", "C", "C", "C", "S", "C", "N", "H", "H", "C", "C", "C", "O", "C", "C", "O", "C", "O", "C", "C", "C", "C", "C", "C", "C", "C", "C", "C", "C", "C", "C", "O", "C", "C", "C", "C", "C", "C", "C", "C", "C", "C", "C", "C", "H", "H", "H", "H", "H", "H", "H", "H", "H", "H", "H", "H", "H", "H", "H", "H", "H", "H", "H", "H", "H", "H", "H", "H", "H", "H", "H", "H", "C", "N", "C", "C", "N", "N", "C", "N", "N", "H", "H", "H", "H", "H", "H", "H", "H", "H", "H", "H"], "positions_angstrom": [[0.701, 1.413, -0.044], [1.366, 4.017, 0.428], [3.060, 4.007, 0.027], [3.622, 5.236, -0.307], [4.954, 5.380, -0.692], [5.449, 6.583, -1.200], [5.854, 7.553, -1.679], [5.803, 4.248, -0.636], [5.258, 3.029, -0.257], [3.901, 2.856, 0.006], [3.413, 1.216, 0.243], [7.146, 4.296, -1.017], [8.252, 4.275, -1.345], [2.977, 6.103, -0.305], [5.892, 2.155, -0.203], [-0.787, -4.966, 0.609], [-1.546, -3.828, 1.317], [-2.764, -4.411, 2.063], [-0.683, -3.181, 2.215], [-0.768, -1.767, 2.019], [-1.305, -1.644, 0.584], [-1.991, -2.882, 0.381], [-2.295, -0.483, 0.192], [-1.747, 0.734, -0.026], [-2.879, -0.764, -1.195], [-4.091, -0.177, -1.568], [-4.520, -0.173, -2.883], [-3.751, -0.758, -3.877], [-2.529, -1.311, -3.530], [-2.106, -1.316, -2.215], [-3.399, -0.445, 1.248], [-3.350, 0.530, 2.236], [-4.391, 0.669, 3.137], [-5.494, -0.168, 3.063], [-5.529, -1.171, 2.108], [-4.481, -1.318, 1.216], [0.620, -1.076, 2.292], [0.574, 0.212, 1.889], [1.746, -1.900, 1.629], [2.566, -2.749, 2.368], [3.624, -3.417, 1.776], [3.884, -3.269, 0.425], [3.069, -2.442, -0.324], [2.020, -1.769, 0.274], [0.922, -1.007, 3.795], [0.271, -1.714, 4.792], [0.575, -1.482, 6.126], [1.538, -0.552, 6.477], [2.192, 0.161, 5.483], [1.883, -0.067, 4.158], [-0.414, -5.674, 1.345], [0.053, -4.549, 0.060], [-1.457, -5.471, -0.085], [-2.424, -5.147, 2.789], [-3.440, -4.879, 1.350], [-3.291, -3.612, 2.579], [-1.500, -1.345, 2.725], [-0.451, -1.587, -0.096], [-4.707, 0.297, -0.816], [-5.463, 0.302, -3.140], [-4.095, -0.774, -4.904], [-1.895, -1.745, -4.292], [-1.155, -1.763, -1.987], [-2.483, 1.175, 2.251], [-4.350, 1.446, 3.890], [-6.333, -0.022, 3.735], [-6.394, -1.825, 2.049], [-4.501, -2.104, 0.474], [2.388, -2.882, 3.425], [4.256, -4.062, 2.375], [4.725, -3.775, -0.036], [3.241, -2.307, -1.384], [1.436, -1.100, -0.339], [-0.462, -2.459, 4.521], [0.043, -2.027, 6.899], [1.783, -0.380, 7.521], [2.933, 0.907, 5.740], [2.355, 0.492, 3.366], [-2.507, 3.037, -3.697], [-1.293, 2.711, -4.421], [-1.562, 2.042, -5.680], [-0.317, 2.063, -3.610], [-0.469, 1.552, -2.482], [0.942, 2.099, -4.208], [2.106, 1.645, -3.599], [3.246, 2.177, -4.193], [2.091, 0.830, -2.639], [-3.105, 3.708, -4.315], [-2.232, 3.549, -2.776], [-3.114, 2.161, -3.439], [-2.304, 2.620, -6.231], [-1.957, 1.029, -5.522], [-0.653, 1.968, -6.277], [-1.374, 1.469, -2.036], [1.061, 2.869, -4.850], [3.199, 2.505, -5.144], [4.120, 1.753, -3.932], [2.996, 0.617, -2.238]]}

---

# 6
{"formula": "C4H5NO", "method": "ωB97M-V/def2-TZVPD", "relative_energy_kcal_mol": 8.1, "smiles": "O=C1C=CCN1", "homo_lumo_gap_ev": 10.6, "total_charge": 0, "mol_weight_g_mol": 83.09, "elements": ["O", "C", "C", "C", "C", "N", "H", "H", "H", "H", "H"], "positions_angstrom": [[2.289, -1.037, -0.027], [1.203, -0.500, 0.035], [0.888, 0.944, 0.161], [-0.416, 1.148, -0.048], [-1.139, -0.240, -0.145], [-0.014, -1.139, -0.001], [1.662, 1.645, 0.451], [-0.856, 2.133, 0.134], [-1.812, -0.220, 0.715], [-1.785, -0.637, -0.956], [-0.019, -2.095, -0.319]]}

---

# 7
{"formula": "C14H42O16P2", "method": "ωB97M-V/def2-TZVPD", "smiles": "COP(=O)(OC)OC.COP(=O)(OC)OC.OCCO.OCCO.OCCO.OCCO", "homo_lumo_gap_ev": 10.2, "total_charge": 0, "mol_weight_g_mol": 528.42, "elements": ["C", "O", "P", "O", "O", "C", "O", "C", "H", "H", "H", "H", "H", "H", "H", "H", "H", "C", "O", "P", "O", "O", "C", "O", "C", "H", "H", "H", "H", "H", "H", "H", "H", "H", "O", "C", "C", "O", "H", "H", "H", "H", "H", "H", "O", "C", "C", "O", "H", "H", "H", "H", "H", "H", "O", "C", "C", "O", "H", "H", "H", "H", "H", "H", "O", "C", "C", "O", "H", "H", "H", "H", "H", "H"], "positions_angstrom": [[4.252, -2.971, -3.981], [3.191, -2.545, -4.825], [1.609, -2.669, -4.496], [0.929, -1.645, -3.698], [0.957, -2.757, -5.985], [-0.405, -3.026, -6.135], [1.382, -4.216, -4.010], [0.659, -4.623, -2.737], [3.945, -3.379, -3.018], [4.901, -2.158, -3.655], [4.947, -3.657, -4.465], [-0.590, -3.424, -7.132], [-0.971, -2.105, -5.994], [-0.655, -3.864, -5.485], [0.575, -3.642, -2.269], [1.234, -5.319, -2.126], [-0.284, -5.012, -3.121], [-8.394, 1.831, 0.137], [-6.994, 1.872, 0.544], [-6.004, 2.757, -0.470], [-4.600, 2.915, -0.092], [-6.696, 4.285, -0.565], [-6.073, 5.295, -1.406], [-6.354, 2.219, -2.019], [-5.788, 1.007, -2.447], [-8.494, 1.849, -0.949], [-8.971, 2.725, 0.373], [-8.984, 1.006, 0.538], [-5.133, 4.921, -1.813], [-5.860, 6.181, -0.810], [-6.571, 5.693, -2.291], [-6.497, 0.186, -2.345], [-4.838, 0.685, -2.020], [-5.424, 1.055, -3.473], [0.914, 1.676, 2.285], [0.957, 0.237, 2.120], [2.357, -0.307, 1.699], [3.203, -0.138, 2.784], [0.160, 2.032, 1.807], [0.587, -0.091, 3.092], [0.136, 0.074, 1.422], [2.800, 0.193, 0.838], [2.206, -1.338, 1.380], [3.248, 0.819, 2.717], [7.662, -0.301, 8.233], [8.368, -0.129, 6.992], [9.816, -0.541, 7.086], [9.930, -1.954, 7.415], [8.051, -1.149, 8.460], [7.881, -0.770, 6.258], [8.254, 0.864, 6.555], [10.265, 0.130, 7.818], [10.358, -0.302, 6.171], [10.855, -2.127, 7.607], [-4.798, -5.175, 1.336], [-4.324, -4.674, 2.605], [-5.104, -3.398, 2.963], [-6.473, -3.458, 2.435], [-5.753, -5.193, 1.435], [-4.608, -5.310, 3.443], [-3.247, -4.545, 2.499], [-4.550, -2.497, 2.697], [-5.111, -3.315, 4.050], [-6.888, -2.596, 2.507], [4.507, 5.018, -2.713], [3.285, 5.197, -2.039], [2.149, 5.035, -3.090], [1.997, 6.252, -3.783], [5.072, 5.648, -2.260], [3.083, 4.435, -1.286], [3.111, 6.153, -1.547], [1.244, 4.640, -2.627], [2.437, 4.458, -3.968], [1.963, 6.973, -3.151]]}

---

# 8
{"formula": "C4H11NO2", "method": "ωB97M-V/def2-TZVPD", "relative_energy_kcal_mol": 90.3, "homo_lumo_gap_ev": 9.5, "total_charge": 0, "mol_weight_g_mol": 105.14, "elements": ["C", "C", "C", "C", "N", "O", "O", "H", "H", "H", "H", "H", "H", "H", "H", "H", "H", "H"], "positions_angstrom": [[-0.883, -0.518, -0.482], [2.222, 0.949, 1.015], [1.421, -0.307, 1.106], [-2.380, -0.601, -0.238], [-0.590, 0.224, -1.695], [1.597, 1.531, -0.092], [-0.300, 0.209, 0.600], [0.343, 1.147, 0.033], [-0.455, -1.537, -0.489], [-1.212, -0.026, -2.453], [0.384, 0.144, -1.966], [2.084, 1.554, 1.924], [3.291, 0.750, 0.856], [1.054, -0.638, 2.071], [1.659, -1.029, 0.330], [-2.795, 0.406, -0.187], [-2.569, -1.107, 0.707], [-2.873, -1.152, -1.040]]}

---

# 9
{"formula": "C29H48BF7GaN2O8", "method": "ωB97M-V/def2-TZVPD", "homo_lumo_gap_ev": 6.2, "total_charge": -1, "mol_weight_g_mol": 766.23, "elements": ["C", "C", "O", "N", "C", "C", "C", "C", "Ga", "C", "C", "C", "C", "C", "C", "C", "C", "B", "N", "O", "C", "F", "F", "C", "F", "F", "C", "F", "F", "F", "H", "H", "H", "H", "H", "H", "H", "H", "H", "H", "H", "H", "H", "H", "H", "H", "H", "H", "H", "H", "H", "H", "H", "H", "O", "C", "O", "C", "C", "C", "H", "H", "H", "H", "H", "H", "H", "H", "O", "C", "O", "C", "C", "C", "H", "H", "H", "H", "H", "H", "H", "H", "O", "C", "O", "C", "C", "C", "H", "H", "H", "H", "H", "H", "H", "H"], "positions_angstrom": [[3.273, 4.408, -1.501], [3.758, 3.178, -2.215], [4.908, 3.021, -2.545], [2.772, 2.175, -2.408], [2.103, 2.263, -3.720], [0.969, 1.245, -3.781], [-0.323, 1.720, -3.079], [-1.042, 0.629, -2.283], [-2.613, 1.197, -1.113], [-3.839, 2.408, -2.250], [-4.474, 3.563, -1.552], [-5.440, 3.373, -0.549], [-6.012, 4.455, 0.108], [-5.643, 5.763, -0.210], [-4.691, 5.985, -1.208], [-4.277, 7.387, -1.588], [-4.129, 4.887, -1.858], [-3.737, -0.561, -0.640], [-4.375, -0.905, 0.656], [-3.955, -1.476, -1.700], [-2.015, 2.076, 0.696], [-1.910, 1.067, 1.643], [-2.920, 2.987, 1.223], [-0.659, 2.801, 0.784], [-0.250, 2.967, 2.082], [0.311, 2.090, 0.158], [-0.662, 4.233, 0.187], [-1.278, 4.267, -1.004], [0.615, 4.646, -0.006], [-1.247, 5.124, 0.999], [2.396, 4.808, -2.011], [4.060, 5.159, -1.477], [2.970, 4.139, -0.490], [3.271, 1.288, -2.356], [2.824, 2.089, -4.529], [1.724, 3.284, -3.831], [0.760, 1.014, -4.829], [1.302, 0.342, -3.263], [-0.045, 2.527, -2.394], [-1.002, 2.144, -3.826], [-0.299, 0.145, -1.636], [-1.409, -0.147, -2.968], [-3.295, 2.763, -3.130], [-4.630, 1.743, -2.613], [-5.713, 2.361, -0.269], [-6.739, 4.272, 0.893], [-6.079, 6.603, 0.319], [-3.267, 7.387, -2.003], [-4.288, 8.047, -0.720], [-4.947, 7.804, -2.345], [-3.382, 5.062, -2.629], [-5.332, -1.220, 0.478], [-3.907, -1.759, 0.970], [-3.122, -1.862, -1.987], [-1.991, -3.290, 1.517], [-2.449, -4.084, 2.286], [-3.759, -3.989, 2.600], [-4.424, -4.907, 3.465], [-4.203, -4.579, 4.927], [-1.590, -5.142, 2.944], [-4.146, -5.935, 3.224], [-5.478, -4.795, 3.215], [-3.150, -4.645, 5.203], [-4.765, -5.270, 5.558], [-4.537, -3.563, 5.135], [-1.013, -4.661, 3.734], [-0.898, -5.520, 2.194], [-2.138, -5.979, 3.367], [4.768, -2.490, -1.134], [4.917, -1.627, -0.309], [4.331, -0.435, -0.517], [4.395, 0.640, 0.429], [5.681, 1.430, 0.301], [5.757, -1.858, 0.925], [4.221, 0.272, 1.441], [3.543, 1.269, 0.173], [6.563, 0.825, 0.515], [5.672, 2.277, 0.988], [5.771, 1.799, -0.720], [6.807, -1.804, 0.642], [5.541, -2.860, 1.283], [5.575, -1.166, 1.741], [4.723, -4.203, 3.178], [4.299, -5.116, 2.524], [5.184, -5.891, 1.867], [4.791, -7.002, 1.055], [4.347, -6.569, -0.326], [2.816, -5.357, 2.367], [4.037, -7.602, 1.567], [5.690, -7.613, 0.985], [3.471, -5.922, -0.287], [4.101, -7.441, -0.932], [5.143, -6.011, -0.818], [2.431, -4.620, 1.662], [2.346, -5.186, 3.333], [2.548, -6.350, 2.019]]}